Entry 1:
# CH5NOP

2 unconnected molecules or ions with the total composition CH5NOP at a distorted geometry (ωB97M-V/def2-TZVPD, the OMol25 dataset).

Properties
- E_HOMO (alpha / beta) (eV) = -15.069 / -15.070
- net charge = +1
- orbital gap (alpha / beta) (eV) = 9.1 / 9.1
- E_LUMO (alpha / beta) (eV) = -6.008 / -6.008

CARTESIAN COORDINATES (ANGSTROEM)
C  1.83837  0.25239  -0.18007
N  -1.19436  0.82534  0.24314
O  0.04402  1.23376  0.14197
P  -2.00467  -0.52350  0.27887
H  1.67535  -0.83738  0.03992
H  2.74388  0.61582  0.41779
H  1.79677  0.34317  -1.17136
H  -1.64275  -1.95529  0.19973
H  -3.25662  0.04569  0.03002

Cartesian forces, eV/Å:
C -0.06 -2.28 4.30
N 3.78 0.56 -0.80
O -0.42 -1.41 0.38
P -0.06 -0.40 0.35
H -0.45 1.23 0.34
H -2.08 0.46 -0.64
H -0.26 1.37 -3.81
H -0.30 1.29 -0.20
H -0.15 -0.82 0.08

Löwdin atomic charge list, values in e, 2 entries: 0.2909, -0.3537

=====

Entry 2:
# CH5NOP2

A single CH5NOP2 molecule at a distorted geometry (ωB97M-V/def2-TZVPD, the OMol25 dataset).

Properties
- E_HOMO (eV) = -9.057
- structure (SMILES) = C/P=N/OP
- orbital gap (eV) = 8.8
- E_LUMO (eV) = -0.271

CARTESIAN COORDINATES (ANGSTROEM)
C  -1.89281  1.13317  0.88393
P  -0.10268  1.40356  0.55638
N  0.15382  -0.07097  -0.19762
O  1.46796  -0.25867  -0.62713
P  1.72560  -1.73357  -1.41257
H  -1.94634  0.75135  1.80992
H  -2.42064  1.99808  0.82770
H  -2.48433  0.46525  0.12915
H  2.32574  -2.48822  -0.23222
H  3.17368  -1.19999  -1.73753

Cartesian forces, eV/Å:
C 0.46 -2.12 -4.51
P 0.27 -2.62 -1.61
N -0.22 1.90 0.75
O -0.32 0.30 0.32
P 2.88 0.64 1.17
H -0.53 -1.48 3.44
H -1.29 2.98 0.15
H 1.60 0.76 1.31
H -0.75 0.68 -1.20
H -2.12 -1.04 0.19

Löwdin atomic charge list, values in e, 2 entries: -0.3749, 0.8887

=====

Per-record relative energy (zero: lowest compared OMol25 entry of this formula, charge and spin), kcal/mol: 156.36 65.63